This record from the OMol25 dataset describes a structure of composition C28H48BO26V. The level of theory is the ωB97M-V functional and the def2-TZVPD basis.

Structure (XYZ):
```
104
C28H48BO26V | the OMol25 dataset | the ωB97M-V functional and the def2-TZVPD basis
V 11.48565 2.30632 -2.94832
O 12.01767 0.77158 -4.45700
C 12.51505 0.24770 -5.43623
O 11.89879 -0.07429 -6.55280
B 12.81849 -0.77046 -7.45883
O 14.10003 -0.76434 -6.70598
C 14.02557 -0.16780 -5.58274
O 14.92835 0.05269 -4.69750
O 12.90530 -0.13004 -8.76460
C 12.73538 -1.06369 -9.66495
O 12.77413 -0.90933 -10.90341
C 12.46731 -2.41781 -8.94192
O 12.37401 -2.18291 -7.65849
O 12.21109 -3.50726 -9.51137
C 11.87618 6.92996 -7.42077
C 13.05749 6.73300 -6.44760
O 12.71113 5.69760 -5.46179
C 12.81315 4.33353 -5.62063
O 12.61673 3.49469 -4.72405
O 13.00115 4.04504 -6.90727
C 12.84710 2.72996 -7.41777
H 11.06716 7.51347 -6.98133
H 11.44540 6.04329 -7.88590
H 12.25512 7.53396 -8.24520
H 13.33520 7.67296 -5.97068
H 13.99724 6.52175 -6.95785
H 13.54866 2.02450 -6.97254
H 12.74142 2.71720 -8.50256
H 11.88798 2.29841 -7.13150
C 6.60273 6.46941 -2.02457
C 6.98712 5.21033 -1.23553
O 8.03912 4.57301 -1.94133
C 8.39078 3.30433 -1.67216
O 9.49553 2.82686 -2.07961
O 7.45841 2.70991 -0.87832
C 7.60979 1.41399 -0.38670
H 5.63022 6.82615 -1.68537
H 6.51525 6.28412 -3.09514
H 7.37805 7.22091 -1.87544
H 6.15097 4.52745 -1.08507
H 7.33848 5.50920 -0.24795
H 6.69812 1.14096 0.14473
H 8.37646 1.34129 0.38468
H 7.88247 0.68477 -1.14958
C 9.18251 5.71613 -5.74189
C 8.11026 4.67441 -5.38231
O 8.34254 3.39221 -6.04192
C 9.27191 2.53264 -5.56222
O 10.10581 2.68767 -4.65023
O 9.17940 1.28998 -6.09929
C 8.08337 0.87846 -6.92220
H 10.17551 5.26840 -5.78189
H 9.32636 6.57437 -5.08552
H 8.96676 6.16514 -6.71139
H 7.14514 5.01004 -5.76178
H 8.02786 4.58485 -4.29913
H 8.00325 1.50777 -7.80857
H 7.12928 0.96802 -6.40279
H 8.22121 -0.19090 -7.08214
C 9.92878 8.16908 -2.35897
C 10.62263 6.81249 -2.44121
O 11.53365 6.45794 -1.36641
C 12.16975 5.27484 -1.35937
O 11.96046 4.37841 -2.15911
O 13.01582 5.21901 -0.36452
C 13.31624 6.24089 0.62728
H 9.15861 8.32179 -3.11502
H 10.67909 8.95795 -2.41212
H 9.45972 8.18310 -1.37516
H 11.06918 6.76411 -3.43436
H 9.78686 6.11308 -2.42067
H 13.17623 7.28325 0.34096
H 14.30048 6.27569 1.09435
H 12.72604 6.07699 1.52889
C 10.13311 -2.50944 -4.73904
C 9.38748 -1.51994 -3.79978
O 9.64463 -1.74499 -2.41169
C 10.27279 -0.78024 -1.68970
O 10.71179 0.35747 -2.08286
O 10.44542 -1.24884 -0.44479
C 9.77714 -2.43004 0.04223
H 10.00897 -3.46922 -4.23752
H 11.18061 -2.21036 -4.77636
H 9.71331 -2.57011 -5.74313
H 8.30716 -1.63322 -3.89020
H 9.54439 -0.46630 -4.03071
H 10.06393 -2.59204 1.08127
H 10.11266 -3.34789 -0.44055
H 8.69268 -2.38201 -0.05641
C 17.00915 4.00379 -2.08055
C 15.62612 3.31623 -2.29741
O 15.68192 2.08339 -1.68364
C 14.55707 1.35770 -1.69132
O 13.52061 1.61907 -2.28876
O 14.80026 0.30536 -0.97462
C 13.97009 -0.79829 -1.17797
H 17.11786 4.36739 -1.05875
H 17.18560 4.74930 -2.85590
H 17.77728 3.26408 -2.30615
H 15.33730 3.23217 -3.34508
H 14.80340 3.89461 -1.87704
H 14.29662 -1.66392 -0.60164
H 13.97434 -1.21326 -2.18587
H 12.94174 -0.51662 -0.95155
```

Values from the calculation:
**LUMO level (alpha / beta)**: -6.85 / -10.72 eV
**ΔE to the lowest compared entry with this formula, charge and spin**: 0.000 eV
**Frontier orbital gap (alpha / beta)**: 5.86 / 4.09 eV
**Multiplicity**: 5
**Net charge**: +2

---

This record from the OMol25 dataset describes a structure of composition C28H48BrKNOSi3. The level of theory is the ωB97M-V functional and the def2-TZVPD basis.

Structure (XYZ):
```
83
C28H48BrKNOSi3 | the OMol25 dataset | the ωB97M-V functional and the def2-TZVPD basis
K -0.28970 -1.19901 -0.95941
C -3.25418 -0.06523 7.31687
C -3.91055 -0.47766 5.97264
C -4.58368 -1.84775 6.15256
C -4.96881 0.58226 5.65384
C -3.02821 -0.51704 4.76782
C -3.24534 -1.35588 3.72181
C -2.47443 -1.34022 2.57475
Br -2.99387 -2.15882 0.94922
C -1.29756 -0.52313 2.54204
O -0.46381 -0.67482 1.56049
C -1.10411 0.44207 3.59655
C -1.92536 0.41716 4.64605
C 0.04401 1.47146 3.41451
C 1.35237 0.72665 3.45177
C -0.01595 2.12507 1.96837
C -0.04088 2.65568 4.32523
H -4.02936 -0.04219 8.11279
H -2.79381 0.96189 7.24647
H -2.45274 -0.71562 7.71160
H -5.10847 -1.79404 7.03146
H -3.92812 -2.64099 6.23760
H -5.39651 -2.04768 5.42903
H -5.87913 0.53704 6.32152
H -5.36327 0.38137 4.66997
H -4.54007 1.62356 5.61751
H -4.14081 -2.01135 3.76266
H -1.80910 1.12505 5.48137
H 1.46564 0.01659 2.54435
H 1.50157 0.04923 4.27962
H 2.17842 1.45111 3.49885
H 0.09445 1.33692 1.20948
H 0.74483 2.92781 1.93728
H -1.01444 2.60755 1.81916
H -0.13552 2.33649 5.44207
H -0.93321 3.26315 4.14337
H 0.85175 3.30544 4.30151
C 2.19622 2.50707 -2.52743
Si 0.80081 1.62799 -3.44610
C 0.41190 2.65204 -5.00850
C -0.84660 1.88989 -2.53216
C 1.07976 -0.14052 -3.78543
Si -0.12778 -1.02131 -4.88103
C -0.83482 -2.62147 -4.21847
C 0.57462 -1.66264 -6.50694
C -1.75443 -0.04908 -5.33237
Si 2.67530 -0.87177 -3.53776
C 2.98502 -2.70635 -3.72954
C 4.02527 -0.03601 -4.66073
C 3.37075 -0.85530 -1.75390
C 4.61325 -0.29333 -1.45458
C 5.15308 -0.63571 -0.21403
C 4.39154 -1.43037 0.64767
C 3.10806 -1.76242 0.31710
N 2.57117 -1.41766 -0.89481
H 1.80209 3.56344 -2.38948
H 3.06549 2.74522 -3.11944
H 2.44157 2.04713 -1.56555
H 1.27736 3.25278 -5.33788
H -0.43751 3.30191 -4.85392
H 0.29653 1.85729 -5.72822
H -1.01441 2.99627 -2.57206
H -0.80795 1.58702 -1.45838
H -1.65068 1.39689 -3.01853
H -1.51730 -2.97123 -5.00800
H -1.46578 -2.35822 -3.33536
H -0.13049 -3.38379 -3.90635
H 1.26613 -0.96135 -7.03894
H -0.28471 -1.96217 -7.09301
H 1.23473 -2.52186 -6.28225
H -2.35908 -0.75030 -5.90870
H -1.55159 0.72635 -6.03863
H -2.34676 0.28656 -4.50892
H 2.37838 -3.01216 -4.52750
H 2.75502 -3.34009 -2.88632
H 4.05461 -2.88615 -4.15586
H 3.52610 0.27085 -5.58057
H 4.81271 -0.79038 -4.80782
H 4.59048 0.78561 -4.29427
H 5.13204 0.30439 -2.25894
H 6.17432 -0.26847 0.10763
H 4.80393 -1.68727 1.62667
H 2.44962 -2.33343 1.00684
```

Values from the calculation:
**LUMO level**: 2.26 eV
**ΔE to the lowest compared entry with this formula, charge and spin**: 0.000 eV
**Frontier orbital gap**: 6.45 eV
**Net charge**: -1